Below is a cluster of 2 separate species, C35H32F2NSi in total, with properties calculated with ωB97M-V/def2-TZVPD.

## Properties
total energy	-1896.629577	Eh
HOMO	-9.8633	eV
charge	+1
lowest unoccupied orbital energy	-6.0	eV
F_max	2.013	eV Å⁻¹
frontier orbital gap	3.9	eV

Last column: Löwdin charge in e.
CARTESIAN COORDINATES (ANGSTROEM)
1 H 2.489 0.961 2.960  0.10
2 H 2.768 -4.343 4.741  0.11
3 H 1.235 -1.723 -0.186  0.10
4 H -1.096 0.759 0.256  0.09
5 H 4.666 -0.202 -4.384  0.14
6 N -0.699 1.738 2.133  -0.10
7 H -2.339 -0.128 3.719  0.10
8 C -0.692 -2.597 4.420  -0.10
9 C -2.224 0.095 -4.441  0.01
10 C -1.787 -2.470 1.100  -0.07
11 H -1.354 -3.961 5.960  0.11
12 C -1.138 -1.227 1.100  -0.24
13 C 1.628 -2.803 3.743  -0.08
14 C 4.125 0.078 0.092  -0.09
15 H 0.142 -0.615 -3.758  0.14
16 H -1.996 -0.968 -4.474  0.13
17 C 3.177 -0.790 -0.456  -0.10
18 C -2.778 -2.731 0.145  -0.08
19 H 2.316 -0.975 -4.186  0.13
20 C -1.145 1.010 -4.244  -0.18
21 C 3.880 0.707 1.314  -0.08
22 Si 0.162 -0.822 2.360  0.71
23 C -1.525 -0.243 0.183  -0.09
24 H 0.960 3.115 -4.543  0.10
25 H 0.121 2.183 1.733  0.11
26 C 3.846 0.509 -4.350  0.03
27 C 1.799 -3.846 4.659  -0.08
28 H -3.279 -3.701 0.141  0.11
29 C 3.068 2.824 -4.471  0.04
30 C 1.988 -1.049 0.235  -0.09
31 C 0.728 -4.265 5.454  -0.08
32 H -0.707 3.139 -4.026  0.10
33 H 2.458 -2.470 3.115  0.10
34 H 5.062 0.263 -0.438  0.10
35 H -1.981 2.707 4.716  0.11
36 C 2.690 0.460 2.007  -0.08
37 C -2.783 2.830 -4.396  0.04
38 C 4.090 1.880 -4.419  -0.19
39 H -1.516 -3.218 1.850  0.10
40 C -0.419 0.762 3.166  -0.39
41 C -2.312 2.072 3.884  -0.15
42 C 1.434 1.004 -4.235  -0.17
43 F 5.387 2.315 -4.482  0.09
44 C 0.144 0.447 -4.025  0.14
45 C -1.473 2.396 -4.229  0.02
46 H -3.014 3.896 -4.427  0.14
47 F -5.089 2.310 -4.614  0.09
48 C 2.532 0.089 -4.254  0.02
49 H -3.411 2.031 3.883  0.11
50 C -1.668 0.675 4.057  -0.17
51 H 3.295 3.886 -4.572  0.14
52 H -3.875 -1.976 -1.561  0.10
53 C -2.503 -0.509 -0.782  -0.09
54 H -1.193 3.656 2.775  0.11
55 H -1.394 0.449 5.096  0.12
56 C -3.121 -1.763 -0.801  -0.10
57 C 1.750 -0.440 1.476  -0.25
58 H -4.348 -0.201 -4.705  0.14
59 H 4.616 1.394 1.740  0.11
60 H 0.857 -5.094 6.152  0.11
61 C -3.536 0.510 -4.563  0.03
62 C -0.515 -3.634 5.343  -0.08
63 C -3.792 1.879 -4.521  -0.20
64 H 0.444 1.086 3.791  0.11
65 H -2.502 2.872 1.862  0.10
66 C -1.710 2.693 2.606  -0.20
67 C 0.376 -2.178 3.609  -0.24
68 H 3.362 -1.273 -1.417  0.09
69 H -1.667 -2.112 4.316  0.10
70 H -2.766 0.264 -1.500  0.08
71 C 1.750 2.381 -4.433  0.03